# 1
Density functional theory data (ωB97M-V/def2-TZVPD) for the molecule C3H3NO2S2.

Cartesian coordinates (Å):
O1 2.008 1.158 -0.081
C1 2.432 0.047 -0.170
S1 1.560 -1.255 0.089
N1 -0.080 -0.775 0.255
C2 -0.533 0.476 -0.057
C3 -2.052 0.443 0.160
O2 -2.675 1.482 0.118
S2 -2.826 -1.208 -0.135
H1 3.587 -0.098 -0.058
H2 -0.110 1.370 -0.231
H3 -1.312 -1.640 0.110

Results
Kohn-Sham gap: 8.0 eV
DFT total energy: -30411.6026 eV
SMILES: O=CS/N=C/C(=O)S
lowest unoccupied orbital energy: -1.4576 eV
energy relative to the best compared isomer or geometry (same formula, charge and spin): 75.5 kcal per mole


# 2
Density functional theory data (ωB97M-V/def2-TZVPD) for the molecule C11H21N5O3.

Cartesian coordinates (Å):
H1 -1.964 1.031 -2.041
N1 -2.735 0.352 -1.829
C1 -3.017 0.654 -0.584
N2 -3.932 -0.180 0.068
N3 -2.263 1.543 0.091
C2 -2.158 1.637 1.567
C3 -0.864 2.195 1.996
C4 0.346 1.373 2.129
C5 1.269 1.250 0.863
N4 0.528 0.327 0.001
C6 0.296 -0.957 0.248
O1 0.448 -1.626 1.304
C7 -0.082 -1.730 -1.031
C8 1.074 -2.736 -1.393
C9 1.866 -2.025 -2.469
C10 0.909 -1.095 -3.205
N5 -0.132 -0.920 -2.188
C11 2.704 0.864 1.297
O2 3.735 1.481 1.454
O3 2.615 -0.420 1.750
H2 -4.487 0.289 0.801
H3 -4.318 -0.911 -0.453
H4 -1.981 2.352 -0.430
H5 -2.294 0.670 2.035
H6 -2.882 2.285 1.990
H7 -1.005 2.795 2.990
H8 -0.757 3.078 1.363
H9 0.771 1.771 3.062
H10 0.040 0.410 2.425
H11 1.178 2.299 0.391
H12 0.294 0.713 -0.897
H13 -0.982 -2.358 -0.789
H14 1.675 -2.865 -0.487
H15 0.686 -3.730 -1.684
H16 2.394 -2.644 -3.147
H17 2.558 -1.308 -1.969
H18 0.410 -1.729 -3.954
H19 1.283 -0.197 -3.657
H20 -1.035 -1.055 -2.653
H21 1.709 -0.814 1.521

Results
Kohn-Sham gap: 9.1 eV
DFT total energy: -25339.8563 eV
SMILES: [H]/N=C(/N)NCCC[C@H](NC(=O)[C@@H]1CCCN1)C(=O)O
lowest unoccupied orbital energy: 0.4349 eV
energy relative to the best compared isomer or geometry (same formula, charge and spin): 60.3 kcal per mole


# 3
Density functional theory data (ωB97M-V/def2-TZVPD) for a cluster of 3 separate species, C6H10 in total.

Cartesian coordinates (Å):
C1 -0.170 1.239 1.157
C2 1.030 1.537 0.444
C3 0.135 0.154 0.206
C4 -0.413 -0.092 -1.069
C5 -0.350 -1.595 -0.907
C6 0.355 -1.339 0.458
H1 -1.619 1.513 0.195
H2 -0.052 1.027 2.223
H3 2.014 1.568 0.919
H4 0.984 2.044 -0.517
H5 -0.357 0.488 -1.986
H6 -1.883 1.125 -0.500
H7 0.246 -2.144 -1.645
H8 -1.330 -2.078 -0.822
H9 1.406 -1.642 0.454
H10 -0.140 -1.746 1.345

Results
Kohn-Sham gap (alpha / beta): 7.8 / 7.8 eV
DFT total energy: -6377.6010 eV
lowest unoccupied orbital energy (alpha / beta): 0.2111 / 0.2100 eV
energy relative to the best compared isomer or geometry (same formula, charge and spin): 144.3 kcal per mole


# 4
Density functional theory data (ωB97M-V/def2-TZVPD) for a structure of composition C61H60As3N8OSbSn.

Cartesian coordinates (Å):
Sn1 0.071 0.568 -0.052
C1 -4.130 -0.178 -5.283
C2 -3.225 0.713 -5.740
C3 -2.391 1.433 -4.841
C4 -2.527 1.297 -3.498
C5 -1.553 1.790 -2.551
N1 -1.753 1.630 -1.225
C6 -2.977 1.381 -0.752
N2 -3.317 1.319 0.508
C7 -2.539 1.428 1.564
C8 -3.075 1.516 2.909
C9 -4.361 1.597 3.418
C10 -4.509 1.615 4.795
C11 -3.407 1.566 5.649
C12 -2.118 1.533 5.150
C13 -1.963 1.509 3.772
C14 -0.792 1.449 2.927
N3 0.422 1.438 3.417
C15 1.506 1.495 2.670
N4 1.576 1.552 1.320
C16 2.870 1.662 0.939
N5 3.323 1.885 -0.282
C17 2.536 2.123 -1.304
N6 1.180 2.019 -1.372
C18 0.757 2.357 -2.612
N7 -0.438 2.217 -3.120
C19 1.909 2.727 -3.422
C20 2.058 3.083 -4.753
C21 3.344 3.250 -5.239
C22 4.459 3.087 -4.418
C23 4.316 2.751 -3.085
C24 3.035 2.556 -2.595
C25 3.716 1.581 2.111
C26 5.089 1.532 2.302
C27 5.562 1.394 3.595
C28 4.691 1.353 4.685
C29 3.322 1.427 4.512
C30 2.842 1.511 3.214
N8 -1.191 1.399 1.622
C31 -3.574 0.455 -2.895
C32 -4.315 -0.427 -3.865
H1 -4.806 -0.676 -5.963
H2 -3.126 0.900 -6.798
H3 -1.650 2.116 -5.223
H4 -5.215 1.644 2.760
H5 -5.498 1.664 5.225
H6 -3.569 1.554 6.718
H7 -1.256 1.524 5.799
H8 1.197 3.217 -5.392
H9 3.493 3.515 -6.275
H10 5.447 3.220 -4.837
H11 5.167 2.635 -2.433
H12 5.759 1.577 1.458
H13 6.625 1.312 3.774
H14 5.100 1.248 5.680
H15 2.637 1.397 5.346
H16 -5.317 -0.750 -3.594
C33 4.864 -1.479 -0.125
As1 2.891 -1.370 -0.140
C34 2.813 -1.290 -2.096
C35 2.392 -3.299 -0.053
C36 2.350 -3.982 1.320
C37 3.578 -3.555 2.128
C38 1.096 -3.627 2.118
As2 0.684 -1.713 2.497
C39 1.612 -1.535 4.214
C40 -1.067 -2.102 3.328
C41 2.446 -5.518 1.139
As3 0.955 -6.851 0.942
C42 -0.489 -5.935 -0.059
C43 0.164 -6.780 2.762
H17 5.212 -2.320 -0.724
H18 5.281 -1.554 0.878
H19 5.225 -0.552 -0.571
H20 3.168 -2.225 -2.529
H21 3.446 -0.480 -2.453
H22 1.797 -1.106 -2.444
H23 3.110 -3.823 -0.691
H24 1.417 -3.385 -0.548
H25 3.577 -2.469 2.254
H26 4.492 -3.853 1.614
H27 3.570 -4.022 3.112
H28 1.153 -4.137 3.085
H29 0.226 -4.021 1.590
H30 1.515 -2.450 4.799
H31 1.151 -0.709 4.752
H32 2.665 -1.298 4.084
H33 -0.971 -2.883 4.084
H34 -1.816 -2.409 2.597
H35 -1.432 -1.194 3.807
H36 2.983 -5.931 2.003
H37 3.096 -5.720 0.279
H38 -0.080 -5.375 -0.896
H39 -1.094 -5.278 0.561
H40 -1.149 -6.699 -0.471
H41 0.958 -6.697 3.503
H42 -0.366 -7.713 2.955
H43 -0.535 -5.959 2.899
C44 -0.032 -0.873 -8.068
C45 -0.789 -1.954 -7.650
C46 -1.145 -2.076 -6.317
C47 -0.745 -1.125 -5.393
C48 0.037 -0.057 -5.814
C49 0.379 0.077 -7.149
Sb1 -1.114 -1.329 -3.249
C50 -3.265 -1.012 -2.898
C51 -4.139 1.239 -1.721
C52 -5.385 0.711 -1.096
C53 -5.664 -0.563 -0.822
C54 -4.838 -1.728 -1.036
C55 -3.809 -1.910 -1.877
C56 -0.967 -3.482 -3.468
C57 0.335 -3.961 -3.528
C58 0.598 -5.313 -3.627
C59 -0.452 -6.217 -3.648
C60 -1.755 -5.751 -3.619
C61 -2.009 -4.391 -3.547
H44 0.241 -0.777 -9.109
H45 -1.092 -2.709 -8.362
H46 -1.734 -2.923 -5.993
H47 0.368 0.683 -5.095
H48 0.976 0.921 -7.467
H49 -4.351 2.256 -2.089
H50 -6.128 1.455 -0.847
H51 -6.611 -0.771 -0.335
H52 -5.116 -2.575 -0.417
H53 -3.324 -2.878 -1.841
H54 1.155 -3.255 -3.509
H55 1.619 -5.669 -3.681
H56 -0.251 -7.277 -3.690
H57 -2.579 -6.452 -3.649
H58 -3.034 -4.045 -3.563
O1 -1.305 -2.104 -0.374
H59 -2.092 -2.240 0.159
H60 -0.550 -2.495 0.084

Results
Kohn-Sham gap (alpha / beta): 4.7 / 4.9 eV
DFT total energy: -273082.5106 eV
lowest unoccupied orbital energy (alpha / beta): -1.3946 / -1.3632 eV